Entry from the Open Molecules 2025 dataset: a molecular structure, C23H28BrCl2N4O2Pd (the ωB97M-V functional and the def2-TZVPD basis).

Last column: natural (NBO) charge in e.
Cartesian coordinates (Å):
Pd  0.88204  1.19533  0.01873  -0.12
O  -1.18858  -3.76997  3.10676  -0.69
C  -0.21770  -2.79398  3.22434  0.29
C  1.08359  -3.14048  3.56433  -0.31
C  2.05143  -2.15378  3.70591  -0.22
C  1.70886  -0.82669  3.50008  -0.26
C  0.40038  -0.50280  3.15514  -0.17
C  -0.58568  -1.46632  3.00839  -0.11
C  -2.03729  -1.01518  2.68604  0.30
O  -2.17875  0.27230  2.54982  -0.89
N  -2.49977  -1.82280  1.46681  -0.41
N  -1.91624  -1.61519  0.30885  -0.15
C  -2.06434  -2.46504  -0.64322  -0.12
C  -1.51532  -2.25170  -1.97211  -0.07
Br  -0.55883  -0.62336  -2.16953  0.08
C  -1.69360  -3.13185  -2.96699  -0.29
C  -1.24388  -3.11690  -4.36529  -0.06
C  -2.08596  -3.67120  -5.33436  -0.16
C  -1.72354  -3.70676  -6.67075  -0.22
C  -0.49603  -3.19796  -7.07172  -0.24
C  0.36109  -2.66595  -6.11872  -0.21
C  -0.00346  -2.62761  -4.78157  -0.19
H  -0.77571  -4.62212  3.27695  0.47
H  1.34006  -4.18557  3.71512  0.19
H  3.06609  -2.43160  3.96316  0.21
H  2.45456  -0.04651  3.58795  0.21
H  0.09704  0.52125  2.98619  0.25
H  -2.67480  -1.49876  3.47015  0.09
H  -2.78244  -2.78040  1.66297  0.34
H  -2.64736  -3.38214  -0.50647  0.15
H  -2.32002  -3.98188  -2.70509  0.21
H  -3.04596  -4.06970  -5.02638  0.20
H  -2.40140  -4.13231  -7.40058  0.20
H  -0.20693  -3.22341  -8.11486  0.20
H  1.32871  -2.28064  -6.41562  0.21
H  0.68337  -2.22438  -4.05245  0.23
C  -0.85287  3.00686  1.67359  -0.29
C  -1.99626  4.03331  1.86259  -0.25
N  -2.69200  4.27511  0.59611  -0.43
C  -3.20726  2.99167  0.10513  -0.25
C  -2.05793  1.98190  -0.12332  -0.29
N  -0.76411  2.60511  0.24798  -0.45
C  -0.55808  3.80699  -0.58039  -0.25
C  -1.73122  4.79940  -0.37180  -0.25
H  -1.06555  2.10114  2.24122  0.28
H  0.11664  3.41484  1.96406  0.19
H  -1.62135  4.99220  2.23232  0.18
H  -2.72296  3.65338  2.58237  0.21
H  -3.75990  3.18287  -0.81919  0.18
H  -3.90866  2.60211  0.84463  0.21
H  -1.99236  1.67933  -1.16805  0.19
H  -2.17940  1.09719  0.50201  0.29
H  -0.48233  3.48300  -1.61915  0.20
H  0.40088  4.24542  -0.30084  0.20
H  -2.25893  4.98594  -1.31087  0.19
H  -1.36811  5.76218  -0.00192  0.19
Cl  3.18096  -3.06018  0.19494  -0.07
C  1.94800  -1.77684  0.18197  -0.38
Cl  2.70195  -0.17594  -0.08506  0.03
H  1.44595  -1.75380  1.14072  0.25
H  1.27012  -1.95977  -0.64043  0.23

Forces on the atoms, in the same order (eV/Å):
-0.1078 0.2034 0.0643
0.0146 -0.0041 -0.0157
-0.0188 -0.0014 0.0285
0.0042 -0.0195 -0.0085
-0.0002 0.0095 -0.0158
-0.0039 -0.0131 -0.0076
0.0019 0.0162 0.0157
0.0037 0.0154 0.0138
-0.0093 -0.0172 -0.0460
0.0092 0.0297 -0.0035
0.0678 -0.0034 0.0134
-0.0424 0.0362 0.0360
-0.0170 0.0010 -0.0007
0.0198 -0.0234 0.0508
-0.0151 -0.0797 -0.1343
0.0003 0.0086 -0.0108
-0.0016 0.0101 0.0027
0.0013 -0.0023 -0.0028
-0.0008 -0.0029 0.0030
0.0034 0.0004 -0.0027
-0.0020 -0.0012 -0.0014
0.0006 -0.0007 0.0018
-0.0061 0.0024 -0.0003
0.0013 0.0008 -0.0017
0.0026 0.0025 -0.0040
0.0011 -0.0045 -0.0016
-0.0208 0.0058 -0.0190
-0.0042 0.0026 0.0089
-0.0191 -0.0040 -0.0144
0.0074 0.0001 -0.0005
-0.0033 -0.0011 0.0026
0.0000 -0.0006 0.0000
0.0006 -0.0006 -0.0010
0.0001 0.0000 -0.0005
0.0001 0.0010 -0.0006
-0.0009 0.0002 0.0020
-0.0142 -0.0175 0.0046
0.0086 0.0091 -0.0068
-0.0132 0.0094 0.0022
0.0007 0.0107 -0.0160
-0.0028 -0.0122 -0.0126
0.0163 0.0415 0.0213
-0.0159 0.0015 0.0088
0.0003 0.0026 0.0029
0.0348 -0.0379 -0.0035
-0.0016 -0.0066 0.0099
-0.0009 0.0001 -0.0036
-0.0077 0.0143 0.0049
-0.0093 -0.0076 0.0070
-0.0004 0.0061 0.0074
0.0127 0.0069 -0.0065
0.0136 -0.0298 0.0110
0.0049 0.0037 0.0015
-0.0048 0.0006 0.0074
-0.0066 -0.0082 0.0038
-0.0002 0.0015 -0.0068
-0.0118 -0.0068 0.0172
0.0978 0.0164 -0.0387
0.0590 -0.1634 0.0178
0.0069 -0.0103 0.0157
-0.0324 0.0097 0.0010

Output
2S+1: 1
gap between HOMO and LUMO: 6.103 eV
total charge: -1
energy: -4884.9634 Ha
energy above the lowest of the compared OMol25 structures with the same formula, charge and spin: 0.0 kcal/mol